# 1
Computed, not measured: a structure of composition C6H15CsNO3, with the ωB97M-V functional and the def2-TZVPD basis.

Calculated values
Max |F|: 0.2908 Eh/bohr
LUMO energy: -0.1469 hartree

```
! RIJCOSX wB97M-V def2-TZVPD def2/J DEFGRID3
* xyz 1 1
Cs -0.968 -0.904 -1.511
C 2.482 -1.622 -0.342
C 2.353 -0.664 0.910
C 1.585 0.683 0.696
O 0.466 0.454 -0.232
C -0.161 1.690 -0.570
N 1.526 -1.459 1.935
H 0.614 -1.604 1.525
H 1.829 -2.366 2.258
H 1.464 -0.990 2.827
H 1.547 -2.084 -0.661
H 3.195 -2.430 -0.179
H 2.816 -1.047 -1.205
H 3.270 -0.402 1.439
H 2.281 1.486 0.455
H 1.083 0.953 1.625
H 0.505 2.422 -1.025
H -0.632 2.084 0.331
H -0.966 1.375 -1.234
C -3.994 0.231 -1.235
C -2.867 1.121 -0.718
O -3.138 2.335 -0.595
O -1.706 0.673 -0.573
H -4.957 0.741 -1.259
H -4.038 -0.553 -0.479
H -3.590 -0.125 -2.183
*
```



# 2
Computed, not measured: a structure of composition C3H7ClN4O4, with the ωB97M-V functional and the def2-TZVPD basis.

Calculated values
Max |F|: 0.1312 Eh/bohr
LUMO energy (alpha / beta): -0.0364 / -0.0340 hartree

```
! RIJCOSX wB97M-V def2-TZVPD def2/J DEFGRID3
* xyz 0 1
C -3.167 2.111 0.021
C 4.125 -0.136 -0.335
C -0.206 -1.270 0.318
N -1.881 0.278 -0.277
N 1.921 -0.718 0.134
N -1.448 -0.885 0.229
N 0.723 -0.289 0.419
O -2.498 -2.021 0.206
O 0.545 0.864 0.908
O -3.209 0.717 0.150
O 2.937 0.244 0.138
Cl 0.280 -2.838 0.205
H -3.875 2.675 0.472
H -3.234 2.404 -0.963
H -2.162 2.451 0.243
H 4.472 0.749 -0.849
H 3.982 -1.100 -0.820
H 4.861 -0.398 0.433
H -2.167 -2.838 -0.634
*
```



# 3
Computed, not measured: the ion C2H7N4 with charge +1, with the ωB97M-V functional and the def2-TZVPD basis.

Calculated values
Max |F|: 0.0456 Eh/bohr
LUMO energy (alpha / beta): -0.2249 / -0.1908 hartree

```
! RIJCOSX wB97M-V def2-TZVPD def2/J DEFGRID3
* xyz 1 1
C 1.287 -0.885 -0.081
C 0.925 0.640 -0.311
N 0.222 -1.668 0.053
N -0.461 0.780 0.034
N -1.180 -0.186 -0.417
N -2.375 -0.391 -0.017
H 1.960 -1.245 -0.885
H 1.917 -1.009 0.824
H 1.541 1.310 0.284
H 1.060 0.862 -1.371
H -0.717 1.277 0.893
H -2.867 -1.159 -0.458
H -2.807 0.091 0.769
*
```



# 4
Computed, not measured: the ion C6H17N2 with charge +1, with the ωB97M-V functional and the def2-TZVPD basis.

Calculated values
SMILES string: CCCNCC[NH2+]C
Max |F|: 0.0273 Eh/bohr
LUMO energy: -0.1103 hartree

```
! RIJCOSX wB97M-V def2-TZVPD def2/J DEFGRID3
* xyz 1 1
C 3.447 -0.509 -0.961
C 2.126 -1.196 -1.314
C 1.121 -1.262 -0.161
N -0.053 -0.410 -0.312
C 0.073 0.988 -0.011
C -1.103 1.500 0.899
N -2.029 0.373 1.167
C -3.427 0.532 0.672
H 3.326 0.516 -0.620
H 4.002 -1.072 -0.214
H 4.037 -0.452 -1.877
H 1.695 -0.735 -2.209
H 2.345 -2.193 -1.711
H 1.630 -1.017 0.773
H 0.742 -2.249 -0.040
H -0.563 -0.597 -1.162
H 0.982 1.156 0.528
H 0.096 1.680 -0.842
H -0.754 1.878 1.854
H -1.588 2.346 0.416
H -1.567 -0.470 0.772
H -2.077 0.258 2.176
H -3.901 -0.440 0.598
H -3.372 0.969 -0.325
H -3.935 1.300 1.249
*
```



Q: Which value of max |F| does entry 3 give?
A: 0.0456 Eh/bohr



Q: max |F| of number 2 (C3H7ClN4O4)?
A: 0.1312 Eh/bohr